Molecular formula: C33H65FO26P6
Method: DFT, wB97M-V/def2-TZVPD

The geometry in XYZ format:
```
131
C33H65FO26P6 | the Open Molecules 2025 dataset | wB97M-V/def2-TZVPD
C -0.85662 -8.37685 -5.58945
C -0.96074 -7.18677 -5.61491
C -1.03894 -5.73082 -5.70192
C 0.12794 -5.24045 -6.53088
C 0.01379 -5.21146 -7.91145
C 1.03047 -4.76936 -8.72847
C 2.20645 -4.31473 -8.15800
C 2.34215 -4.30721 -6.78837
C 1.31376 -4.77953 -5.97195
C 1.53139 -4.73741 -4.49408
O 1.13754 -5.59336 -3.73518
C 2.31282 -3.55668 -4.02272
C 1.97411 -2.89395 -2.71407
C 0.53594 -3.09788 -2.27526
F -0.34982 -3.02101 -3.33616
C 3.29881 -3.12521 -4.80851
C 3.56645 -3.78740 -6.11023
O 4.67792 -3.87040 -6.58066
H -0.60409 -9.40452 -5.64306
H -1.02601 -5.30621 -4.70545
H -1.97160 -5.47564 -6.20076
H -0.90575 -5.53430 -8.38186
H 0.94326 -4.76279 -9.80296
H 3.03047 -3.95977 -8.76204
H 2.11779 -1.82721 -2.88356
H 2.66707 -3.18177 -1.92814
H 0.42838 -4.01492 -1.70213
H 0.28799 -2.28952 -1.58657
H 3.92819 -2.28057 -4.55751
C 1.37541 -3.48489 2.93424
O 0.03446 -3.76699 2.51355
P -0.94487 -2.53078 2.39160
O -0.40525 -1.35699 1.70495
O -1.38718 -2.18255 3.87164
C -1.76244 -3.20600 4.80343
O -2.20999 -3.19842 1.72246
C -3.32996 -2.34051 1.45941
H 1.81736 -4.42009 3.26675
H 1.95007 -3.08546 2.10014
H 1.38475 -2.77221 3.76063
H -0.88308 -3.51505 5.36468
H -2.20746 -4.07200 4.31118
H -2.47991 -2.77420 5.49338
H -3.88510 -2.16112 2.38026
H -3.97128 -2.84829 0.74479
H -3.00289 -1.39062 1.03637
C -2.47931 -0.99976 -11.18297
O -1.92138 -1.27278 -9.89117
P -2.79496 -0.84977 -8.63970
O -4.20457 -1.21916 -8.69563
O -2.56408 0.72063 -8.49466
C -1.23734 1.24216 -8.61208
O -1.95467 -1.49840 -7.46680
C -2.44381 -1.32291 -6.12991
H -1.66925 -1.04706 -11.90605
H -3.23070 -1.74824 -11.42721
H -2.92908 -0.00608 -11.21433
H -1.03764 1.50244 -9.65155
H -0.49145 0.52555 -8.26729
H -1.17667 2.14039 -8.00204
H -2.19999 -0.32154 -5.77307
H -1.95035 -2.05778 -5.49903
H -3.52166 -1.47803 -6.08810
C -4.57838 4.67569 1.50202
O -3.45061 3.98233 0.95406
P -2.64396 3.04608 1.94612
O -3.44938 2.17137 2.79247
O -1.72172 4.04505 2.78867
C -1.01590 5.08376 2.10702
O -1.65541 2.33296 0.95013
C -0.71844 1.40780 1.54903
H -4.82646 5.48686 0.82243
H -5.42558 3.99756 1.58481
H -4.34516 5.09076 2.48428
H -1.63110 5.98395 2.07387
H -0.75009 4.78872 1.09186
H -0.10622 5.29251 2.66689
H 0.10531 1.97232 1.99284
H -0.33521 0.76330 0.77214
H -1.20117 0.80056 2.30586
C -3.06850 -0.42097 9.46353
O -2.32171 0.33781 8.50389
P -1.00214 -0.32944 7.94159
O -1.11531 -1.72521 7.52607
O 0.08943 -0.11001 9.07808
C 0.19096 1.17357 9.70844
O -0.62569 0.70074 6.80315
C 0.55269 0.42772 6.03432
H -3.73911 0.26569 9.97298
H -3.64959 -1.18924 8.95684
H -2.40730 -0.88550 10.19689
H -0.45265 1.19934 10.58762
H -0.08743 1.97950 9.02923
H 1.22373 1.31175 10.01803
H 1.44079 0.70700 6.60250
H 0.50144 1.02684 5.12928
H 0.60100 -0.62640 5.76135
C -0.31848 7.37354 9.21620
O -1.22830 6.50854 8.52532
P -0.58533 5.41798 7.57297
O 0.53838 4.66954 8.12765
O -0.20193 6.21099 6.24211
C -1.14547 7.13059 5.68807
O -1.86687 4.58139 7.19551
C -1.67134 3.46700 6.30698
H -0.88425 8.23419 9.56323
H 0.11228 6.85246 10.06912
H 0.47964 7.71360 8.55414
H -0.97403 8.12473 6.10141
H -2.17199 6.82441 5.89096
H -0.99005 7.16098 4.61172
H -1.57544 3.82075 5.28061
H -2.53934 2.81920 6.38081
H -0.78436 2.90096 6.58971
C 3.15572 2.49563 -2.71263
O 4.22106 1.70474 -3.25780
P 5.07052 0.85616 -2.22696
O 4.29870 0.10199 -1.24423
O 6.07739 1.89901 -1.56842
C 6.76448 2.83243 -2.40839
O 5.96371 -0.00760 -3.20621
C 6.88976 -0.92437 -2.60779
H 2.88203 3.23513 -3.46037
H 2.29787 1.86208 -2.49484
H 3.47340 3.00707 -1.80263
H 6.17713 3.74631 -2.49519
H 6.94642 2.42158 -3.40156
H 7.71737 3.06455 -1.93910
H 7.76884 -0.38595 -2.25217
H 7.18839 -1.63547 -3.37273
H 6.42497 -1.46046 -1.78067
```

SMILES: C#CCc1cccc2c1C(=O)C(CCF)=CC2=O.COP(=O)(OC)OC.COP(=O)(OC)OC.COP(=O)(OC)OC.COP(=O)(OC)OC.COP(=O)(OC)OC.COP(=O)(OC)OC
E_LUMO (eV): -0.50
Molecular weight (g mol⁻¹): 1082.7
Highest occupied orbital energy (eV): -9.4
Total energy (Eh): -5401.15845
Total charge: 0
Gap between HOMO and LUMO (eV): 8.9